ORCA calculation (ωB97M-V with the def2-TZVPD basis set) on a 2-piece molecular cluster, C3H9NS2 overall.

Each line ends with the natural charge from an NBO analysis.
Atoms and positions in Å:
C: 0.884 -1.197 0.514  -0.742
S: -0.390 -1.353 -0.814  0.058
S: 0.567 -0.211 -2.370  -0.151
H: 1.175 -0.161 0.598  0.237
H: 0.534 -1.465 1.527  0.229
H: 1.706 -1.835 0.217  0.219
H: -0.591 0.561 -2.385  0.152
C: -0.412 0.747 3.007  -0.453
C: -0.835 1.978 1.064  -0.078
N: 0.024 1.818 1.972  -0.380
H: -0.663 1.408 3.846  0.218
H: -1.171 0.128 2.579  0.182
H: 0.453 0.131 3.282  0.198
H: -0.799 2.884 0.476  0.171
H: -1.766 1.404 0.958  0.141

Output
LUMO level: 0.260 eV
HOMO level: -8.78 eV
Gap between HOMO and LUMO: 0.3322 hartree
Spin multiplicity: 1
Energy: -26415.956 eV
Structure (SMILES): C=NC.CSS

***

ORCA calculation (ωB97M-V with the def2-TZVPD basis set) on a 2-piece molecular cluster, C3H9NSi overall.

Each line ends with the natural charge from an NBO analysis.
Atoms and positions in Å:
C: -2.572 0.061 -1.312  -0.600
C: -1.831 1.254 -0.833  -0.599
C: -1.212 -0.154 -0.789  0.231
N: 1.134 -0.516 1.188  -1.355
Si: 2.807 -0.723 0.918  1.116
H: -3.273 -0.374 -0.695  0.247
H: -2.588 -0.062 -2.438  0.267
H: -1.563 1.998 -1.525  0.251
H: -1.980 1.600 0.195  0.244
H: 0.283 -0.149 0.572  0.434
H: 0.814 -0.642 2.152  0.383
H: 3.478 0.056 2.029  -0.206
H: 3.069 -0.249 -0.418  -0.202
H: 3.435 -2.100 0.957  -0.210

Output
LUMO level: -0.834 eV
HOMO level: -8.85 eV
Gap between HOMO and LUMO: 0.2946 hartree
Spin multiplicity: 1
Energy: -12619.484 eV